Record 1
{"formula": "C15H24FIN4O3PS2", "method": "ωB97M-V with the def2-TZVPD basis set", "homo_energy_ev": -10.7, "energy_ev": -69815.9039, "lumo_ev": -4.848, "total_charge": 1, "symbols": ["N", "P", "O", "O", "C", "C", "C", "C", "C", "F", "C", "C", "C", "C", "S", "C", "S", "N", "C", "C", "O", "C", "C", "C", "N", "N", "I", "H", "H", "H", "H", "H", "H", "H", "H", "H", "H", "H", "H", "H", "H", "H", "H", "H", "H", "H", "H", "H", "H", "H", "H"], "coordinates": [[-3.748, 2.686, 4.110], [-2.452, 1.853, 4.050], [-1.208, 2.479, 4.776], [-2.629, 0.519, 4.882], [-1.921, 1.545, 2.274], [-1.807, 0.263, 1.723], [-1.998, -1.028, 2.457], [-0.790, -1.337, 3.397], [-0.318, -2.796, 3.343], [-0.084, -3.226, 4.627], [-1.490, 0.213, 0.363], [-1.368, -1.036, -0.423], [-0.129, -1.869, -0.040], [0.957, -1.890, -1.119], [0.313, -2.307, -2.756], [1.227, -1.246, -3.834], [1.457, -1.691, -5.358], [1.675, -0.026, -3.251], [3.104, -0.072, -2.915], [4.059, 0.401, -4.043], [3.399, 1.080, -5.077], [2.489, 1.979, -4.487], [1.287, 1.184, -4.000], [-1.314, 1.427, -0.263], [-1.374, 2.608, 0.281], [-1.678, 2.654, 1.561], [-1.713, 4.617, 2.247], [-4.105, 2.908, 3.186], [-0.748, 1.822, 5.321], [-3.513, 0.175, 4.705], [-2.066, -1.848, 1.762], [-2.925, -1.043, 3.012], [-1.018, -1.118, 4.430], [0.027, -0.684, 3.098], [0.628, -2.872, 2.816], [-1.060, -3.433, 2.870], [-1.349, -0.759, -1.472], [-2.268, -1.626, -0.273], [0.330, -1.482, 0.861], [-0.445, -2.887, 0.160], [1.671, -2.663, -0.851], [1.501, -0.954, -1.121], [3.382, -1.076, -2.617], [3.262, 0.559, -2.038], [4.813, 1.046, -3.585], [4.594, -0.445, -4.458], [2.147, 2.683, -5.236], [2.942, 2.507, -3.649], [0.608, 0.949, -4.807], [0.732, 1.842, -3.320], [-1.089, 1.415, -1.322]]}


Record 2
{"formula": "C55H34GeN11SeSn", "method": "ωB97M-V with the def2-TZVPD basis set", "spin_multiplicity": 2, "homo_energy_ev": [-12.0, -13.4], "energy_ev": -201661.2676, "lumo_ev": [-6.995, -7.799], "total_charge": 2, "symbols": ["Sn", "C", "C", "C", "C", "C", "N", "C", "N", "C", "C", "C", "C", "C", "C", "C", "C", "N", "C", "N", "C", "N", "C", "N", "C", "N", "C", "C", "C", "C", "C", "C", "C", "C", "C", "C", "C", "C", "N", "C", "C", "H", "H", "H", "H", "H", "H", "H", "H", "H", "H", "H", "H", "H", "H", "H", "H", "C", "C", "C", "C", "C", "C", "Ge", "C", "C", "C", "C", "C", "C", "C", "C", "C", "C", "C", "C", "H", "H", "H", "H", "H", "H", "H", "H", "H", "H", "H", "H", "H", "H", "H", "Se", "N", "C", "C", "C", "C", "N", "C", "N", "H", "H", "H"], "coordinates": [[0.384, -0.074, 0.151], [5.504, -0.943, -4.101], [5.706, -2.120, -3.384], [4.842, -2.505, -2.363], [3.786, -1.657, -2.090], [2.699, -1.752, -1.122], [1.896, -0.664, -1.236], [2.360, 0.126, -2.282], [1.818, 1.197, -2.781], [0.583, 1.625, -2.469], [-0.083, 2.687, -3.194], [0.340, 3.517, -4.221], [-0.581, 4.436, -4.705], [-1.878, 4.509, -4.191], [-2.305, 3.668, -3.172], [-1.381, 2.762, -2.677], [-1.470, 1.753, -1.641], [-2.572, 1.503, -0.954], [-2.705, 0.513, -0.108], [-1.747, -0.437, 0.227], [-2.301, -1.305, 1.103], [-1.742, -2.400, 1.636], [-0.548, -2.806, 1.324], [0.393, -2.169, 0.528], [1.486, -2.975, 0.421], [2.569, -2.779, -0.300], [1.273, -4.189, 1.204], [2.067, -5.302, 1.399], [1.544, -6.312, 2.202], [0.276, -6.206, 2.768], [-0.524, -5.085, 2.557], [0.007, -4.082, 1.770], [-3.673, -0.926, 1.378], [-4.639, -1.492, 2.193], [-5.879, -0.866, 2.224], [-6.138, 0.273, 1.459], [-5.169, 0.832, 0.635], [-3.930, 0.215, 0.614], [-0.254, 1.114, -1.537], [3.583, -0.479, -2.807], [4.429, -0.100, -3.830], [6.199, -0.683, -4.888], [6.552, -2.747, -3.631], [4.988, -3.421, -1.808], [1.341, 3.451, -4.623], [-0.294, 5.110, -5.501], [-2.564, 5.238, -4.602], [-3.310, 3.718, -2.776], [3.048, -5.381, 0.952], [2.130, -7.201, 2.391], [-0.094, -7.016, 3.382], [-1.511, -4.999, 2.990], [-4.432, -2.376, 2.779], [-6.665, -1.267, 2.850], [-7.119, 0.725, 1.511], [-5.370, 1.711, 0.038], [4.265, 0.810, -4.390], [5.300, 0.550, 3.463], [5.025, 0.686, 2.108], [3.743, 1.013, 1.695], [2.726, 1.213, 2.630], [3.010, 1.067, 3.986], [4.294, 0.740, 4.400], [0.929, 1.649, 2.054], [-0.469, 1.183, 3.323], [-0.504, -0.121, 3.820], [-1.508, -0.522, 4.687], [-2.494, 0.380, 5.065], [-2.464, 1.682, 4.587], [-1.455, 2.084, 3.720], [0.713, 3.305, 1.064], [-0.551, 3.788, 0.724], [-0.682, 4.931, -0.052], [0.450, 5.597, -0.502], [1.712, 5.125, -0.167], [1.843, 3.986, 0.613], [6.301, 0.298, 3.787], [5.810, 0.542, 1.377], [3.546, 1.123, 0.631], [2.235, 1.213, 4.729], [4.508, 0.635, 5.455], [0.273, -0.831, 3.546], [-1.517, -1.533, 5.074], [-3.277, 0.072, 5.745], [-3.221, 2.391, 4.895], [-1.437, 3.110, 3.372], [-1.448, 3.280, 1.063], [-1.667, 5.305, -0.299], [0.348, 6.491, -1.104], [2.595, 5.653, -0.504], [2.835, 3.639, 0.883], [-3.128, -4.540, -1.272], [-3.926, -3.942, -2.732], [-3.189, -2.948, -3.181], [-3.480, -2.187, -4.353], [-2.617, -1.196, -4.669], [-1.474, -0.951, -3.836], [-1.154, -1.602, -2.758], [-2.007, -2.623, -2.410], [-1.800, -3.366, -1.342], [-4.357, -2.423, -4.941], [-2.758, -0.575, -5.543], [-0.805, -0.145, -4.134]]}


Record 3
{"formula": "C3H4ClO2S", "method": "ωB97M-V with the def2-TZVPD basis set", "homo_energy_ev": -3.9, "energy_ev": -30629.4605, "lumo_ev": 3.478, "total_charge": -1, "symbols": ["C", "C", "C", "O", "O", "S", "Cl", "H", "H", "H", "H"], "coordinates": [[-1.403, -1.063, 0.083], [1.265, 0.068, 0.540], [-0.111, 0.533, 0.058], [-1.856, -1.193, -1.024], [-1.420, -1.561, 1.160], [0.033, 1.091, -1.602], [-0.578, 1.846, 1.188], [2.142, 0.910, 0.514], [1.554, -0.751, -0.262], [1.274, -0.248, 1.635], [-0.900, 0.368, -2.289]]}


Record 4
{"formula": "C5H13N2O", "method": "ωB97M-V with the def2-TZVPD basis set", "homo_energy_ev": -14.4, "energy_ev": -10411.0915, "lumo_ev": -9.036, "total_charge": 1, "symbols": ["N", "C", "C", "N", "C", "C", "C", "O", "H", "H", "H", "H", "H", "H", "H", "H", "H", "H", "H", "H", "H"], "coordinates": [[-1.645, 1.273, -1.624], [-0.884, 1.963, -0.599], [-0.246, 0.979, 0.354], [-0.410, -0.394, -0.046], [-0.104, -2.756, -0.167], [0.272, -1.432, 0.545], [1.739, -1.268, 0.914], [0.277, 1.299, 1.363], [3.078, 2.935, -1.524], [-1.402, 1.637, -2.546], [3.320, 3.421, -1.976], [-0.052, 2.544, -0.994], [-1.516, 2.654, -0.052], [-1.464, 0.272, -1.691], [0.278, -2.714, -1.188], [0.412, -3.595, 0.290], [-1.185, -2.848, -0.149], [-0.294, -1.475, 1.523], [2.061, -2.082, 1.554], [2.378, -1.230, 0.028], [1.941, -0.353, 1.463]]}


Record 5
{"formula": "C54H43I4N7Zr", "method": "ωB97M-V with the def2-TZVPD basis set", "homo_energy_ev": -11.9, "energy_ev": -100795.3911, "lumo_ev": -6.530, "total_charge": 2, "symbols": ["Zr", "I", "C", "C", "C", "C", "C", "C", "C", "C", "C", "C", "C", "C", "C", "C", "C", "C", "I", "C", "C", "C", "N", "C", "C", "C", "C", "C", "C", "I", "C", "C", "C", "C", "C", "C", "N", "C", "C", "C", "C", "C", "N", "C", "C", "C", "C", "I", "C", "C", "C", "C", "N", "H", "H", "H", "H", "H", "H", "H", "H", "H", "H", "H", "H", "H", "H", "H", "H", "H", "H", "H", "H", "H", "H", "H", "H", "N", "C", "C", "C", "C", "N", "H", "H", "H", "H", "H", "H", "H", "H", "H", "H", "H", "H", "C", "C", "C", "C", "N", "C", "C", "H", "H", "H", "H", "H", "H", "H"], "coordinates": [[0.191, 0.606, 0.129], [0.333, 4.176, -9.172], [0.214, 3.403, -7.199], [-0.826, 2.655, -6.709], [-0.828, 2.178, -5.393], [0.171, 2.524, -4.514], [1.248, 3.307, -4.988], [1.277, 3.721, -6.329], [0.162, 1.884, -3.122], [-0.738, 2.404, -2.203], [-1.590, 3.596, -2.407], [-2.593, 3.472, -1.481], [-2.258, 2.367, -0.628], [-3.102, 1.888, 0.349], [-4.251, 2.692, 0.729], [-5.486, 2.177, 0.450], [-6.633, 2.953, 0.696], [-6.580, 4.131, 1.408], [-8.270, 5.113, 2.018], [-5.273, 4.688, 1.654], [-4.158, 3.973, 1.293], [-2.830, 0.728, 1.127], [-1.664, -0.001, 1.084], [-1.799, -1.053, 1.997], [-0.988, -2.194, 2.280], [-1.481, -3.206, 3.291], [-0.988, -3.183, 4.570], [-1.468, -4.062, 5.466], [-2.445, -4.955, 5.110], [-3.373, -6.111, 6.560], [-2.913, -5.041, 3.811], [-2.404, -4.194, 2.880], [0.235, -2.323, 1.764], [1.120, -3.488, 1.856], [2.006, -3.480, 0.864], [1.861, -2.282, 0.005], [0.780, -1.504, 0.801], [1.619, -2.504, -1.463], [1.270, -1.430, -2.245], [1.309, -1.449, -3.734], [1.093, -0.241, -4.150], [0.761, 0.621, -3.003], [0.861, -0.105, -1.860], [1.910, -3.850, -2.044], [3.095, -4.051, -2.719], [3.429, -5.275, -3.190], [2.541, -6.280, -3.112], [2.964, -7.995, -4.199], [1.311, -6.185, -2.465], [0.993, -4.917, -1.924], [-3.021, -0.865, 2.700], [-3.688, 0.175, 2.140], [-1.096, 1.715, -1.086], [-1.594, 2.293, -7.326], [-1.683, 1.534, -5.174], [2.128, 3.621, -4.485], [2.075, 4.426, -6.708], [-1.581, 4.257, -3.276], [-3.508, 3.966, -1.476], [-5.604, 1.170, -0.074], [-7.610, 2.587, 0.384], [-5.288, 5.684, 2.164], [-3.191, 4.350, 1.543], [-0.307, -2.373, 4.778], [-1.175, -3.942, 6.515], [-3.579, -5.795, 3.585], [-2.806, -4.150, 1.870], [0.985, -4.276, 2.598], [2.675, -4.335, 0.608], [1.424, -2.392, -4.231], [0.979, 0.091, -5.190], [3.793, -3.251, -2.797], [4.391, -5.478, -3.635], [0.601, -6.993, -2.476], [0.006, -4.819, -1.485], [-3.380, -1.554, 3.444], [-4.589, 0.604, 2.506], [-0.034, 2.021, 1.993], [-0.086, 3.513, 1.752], [1.218, 4.239, 2.053], [2.468, 3.630, 1.420], [2.428, 3.460, -0.161], [1.819, 2.138, -0.532], [-0.964, 1.756, 2.287], [0.541, 1.846, 2.810], [-0.873, 3.821, 2.465], [-0.444, 3.644, 0.745], [1.283, 4.218, 3.174], [1.131, 5.313, 1.750], [2.705, 2.583, 1.881], [3.308, 4.205, 1.819], [3.466, 3.615, -0.667], [1.799, 4.240, -0.549], [2.568, 1.405, -0.624], [1.504, 2.197, -1.530], [5.274, -2.080, 3.237], [4.201, -1.561, 2.444], [4.094, -1.721, 1.132], [2.902, -1.187, 0.444], [1.874, -0.513, 1.238], [2.120, -0.379, 2.638], [3.248, -0.786, 3.251], [5.980, -2.658, 2.689], [4.824, -2.618, 4.051], [5.771, -1.292, 3.751], [4.871, -2.265, 0.629], [3.088, -0.567, -0.394], [1.314, 0.170, 3.123], [3.427, -0.540, 4.323]]}


Record 6
{"formula": "C4H12", "method": "ωB97M-V with the def2-TZVPD basis set", "spin_multiplicity": 2, "homo_energy_ev": [-16.7, -15.7], "energy_ev": -4330.9905, "lumo_ev": [-2.980, -10.914], "total_charge": 1, "symbols": ["C", "C", "H", "H", "H", "H", "H", "H", "C", "C", "H", "H", "H", "H", "H", "H"], "coordinates": [[-1.604, -0.743, -0.142], [-1.415, -2.219, -0.427], [-1.470, -0.127, -1.032], [-2.520, -0.479, 0.387], [-0.715, -0.453, 0.557], [-0.853, -2.434, -1.336], [-0.931, -2.804, 0.358], [-2.482, -2.531, -0.510], [2.146, 1.518, -0.140], [0.868, 1.423, 0.707], [2.286, 2.569, -0.408], [2.962, 1.125, 0.472], [2.126, 0.873, -1.022], [0.749, 0.392, 1.079], [0.092, 1.761, -0.018], [0.752, 2.146, 1.522]]}


Record 7
{"formula": "C28H55N4O9", "method": "ωB97M-V with the def2-TZVPD basis set", "homo_energy_ev": -11.5, "energy_ev": -54311.6763, "lumo_ev": -2.109, "total_charge": 1, "symbols": ["C", "C", "O", "N", "C", "C", "C", "C", "N", "C", "C", "N", "C", "N", "C", "C", "C", "C", "C", "O", "C", "C", "O", "H", "H", "H", "H", "H", "H", "H", "H", "H", "H", "H", "H", "H", "H", "H", "H", "H", "H", "H", "H", "H", "H", "H", "H", "H", "H", "H", "H", "H", "H", "H", "O", "C", "O", "C", "C", "C", "H", "H", "H", "H", "H", "H", "H", "H", "O", "C", "O", "C", "C", "C", "H", "H", "H", "H", "H", "H", "H", "H", "O", "C", "O", "C", "C", "C", "H", "H", "H", "H", "H", "H", "H", "H"], "coordinates": [[-3.962, 2.303, -1.163], [-2.828, 2.920, -1.938], [-2.783, 2.913, -3.154], [-1.846, 3.566, -1.179], [-1.180, 2.761, -0.124], [0.342, 2.880, -0.215], [1.077, 1.688, 0.431], [2.098, 1.006, -0.463], [3.368, 1.759, -0.644], [4.544, 1.325, 0.118], [5.732, 1.650, -0.820], [5.110, 1.998, -2.136], [3.753, 2.107, -1.888], [2.911, 2.563, -2.791], [3.300, 2.971, -4.134], [2.465, 4.136, -4.712], [1.045, 4.405, -4.161], [-0.103, 3.650, -4.862], [0.019, 2.143, -4.868], [-0.173, 1.670, -3.510], [0.044, 0.353, -3.292], [-0.808, -0.186, -2.177], [0.826, -0.288, -3.945], [-4.316, 2.977, -0.383], [-3.657, 1.355, -0.713], [-4.774, 2.107, -1.865], [-1.176, 3.916, -1.858], [-1.493, 1.715, -0.166], [-1.502, 3.144, 0.851], [0.609, 2.964, -1.273], [0.649, 3.818, 0.258], [1.594, 2.039, 1.333], [0.355, 0.947, 0.772], [1.691, 0.778, -1.447], [2.374, 0.049, -0.011], [4.500, 0.261, 0.355], [4.651, 1.913, 1.028], [6.410, 0.815, -0.979], [6.272, 2.529, -0.477], [5.263, 1.305, -2.863], [1.937, 2.575, -2.531], [3.271, 2.099, -4.795], [4.346, 3.280, -4.075], [3.051, 5.054, -4.633], [2.359, 3.935, -5.784], [0.848, 5.470, -4.318], [0.990, 4.283, -3.073], [-1.061, 3.948, -4.430], [-0.106, 3.968, -5.912], [0.984, 1.817, -5.256], [-0.758, 1.696, -5.493], [-1.746, -0.533, -2.617], [-1.050, 0.584, -1.440], [-0.294, -1.016, -1.688], [-1.210, -0.552, 0.597], [-1.681, -1.602, 0.977], [-0.850, -2.625, 1.170], [-1.273, -3.876, 1.751], [-1.861, -4.811, 0.720], [-3.166, -1.778, 1.164], [-1.954, -3.691, 2.582], [-0.362, -4.294, 2.174], [-2.767, -4.403, 0.272], [-2.117, -5.769, 1.172], [-1.146, -4.989, -0.082], [-3.601, -2.037, 0.199], [-3.582, -0.829, 1.490], [-3.438, -2.543, 1.885], [-0.645, 2.557, 5.733], [0.399, 3.047, 5.407], [1.379, 3.155, 6.325], [2.705, 3.585, 6.007], [2.835, 5.094, 6.011], [0.614, 3.597, 4.013], [3.035, 3.146, 5.064], [3.324, 3.153, 6.791], [2.214, 5.555, 5.243], [3.871, 5.384, 5.835], [2.523, 5.493, 6.976], [0.237, 4.618, 3.978], [0.030, 2.985, 3.328], [1.650, 3.590, 3.683], [-3.363, -7.844, -0.552], [-3.550, -8.579, 0.378], [-3.497, -8.056, 1.624], [-3.860, -8.804, 2.793], [-2.711, -9.634, 3.324], [-3.772, -10.062, 0.197], [-4.748, -9.406, 2.599], [-4.146, -8.045, 3.520], [-2.399, -10.394, 2.609], [-3.004, -10.133, 4.247], [-1.852, -8.996, 3.532], [-2.798, -10.546, 0.129], [-4.296, -10.209, -0.743], [-4.343, -10.534, 0.991]]}


Record 8
{"formula": "C3H4OS2", "method": "ωB97M-V with the def2-TZVPD basis set", "homo_energy_ev": -8.9, "energy_ev": -26891.5186, "lumo_ev": -0.227, "symbols": ["S", "C", "C", "S", "C", "O", "H", "H", "H", "H"], "coordinates": [[-1.047, 1.148, -2.217], [-0.374, 0.365, -0.888], [-0.961, 0.691, 0.471], [0.111, -0.154, 1.488], [1.258, -0.798, 0.179], [0.510, -0.658, -1.012], [-1.225, 1.760, 0.685], [-2.018, 0.148, 0.501], [1.482, -1.993, 0.413], [2.264, -0.510, 0.379]]}